A structure of composition C12H35CrO11 at a distorted geometry. Source: OMol25; level of theory: ωB97M-V/def2-TZVPD.

CARTESIAN COORDINATES (ANGSTROEM)
1 Cr -1.0744 -0.4643 -3.5833
2 C -0.3606 0.0523 0.2318
3 C 0.6193 -0.7270 -0.5993
4 O 0.1588 -1.1485 -1.8622
5 H -1.3195 -0.4621 0.2953
6 H -0.6036 1.0400 -0.1602
7 H 0.0201 0.0891 1.2525
8 H 0.8583 -1.5879 0.0251
9 H 1.5258 -0.1287 -0.5076
10 C 0.4102 3.2393 5.1375
11 C 0.4577 2.2647 3.9866
12 O -0.3245 2.8836 2.9921
13 O 1.2284 4.3743 5.0350
14 H 0.6959 2.7315 6.0586
15 H -0.6544 3.4662 5.1960
16 H -0.1660 1.4280 4.3012
17 H 1.4316 1.9976 3.5763
18 H -0.4713 2.2195 2.3145
19 H 0.8906 4.8464 4.2704
20 C -0.6223 2.4699 -2.6776
21 C 0.6794 1.9585 -3.2769
22 O 0.2551 1.1941 -4.4085
23 O -1.5831 1.4481 -2.4875
24 H -1.0824 3.3129 -3.1930
25 H -0.2873 2.9485 -1.7573
26 H 1.2197 1.5214 -2.4372
27 H 1.1426 2.8784 -3.6337
28 H 0.8377 1.3319 -5.1590
29 H -2.3511 1.8667 -2.0917
30 C 4.5543 -0.9335 -2.0162
31 C 5.7384 -1.6681 -2.4884
32 O 6.1446 -1.2139 -3.7704
33 O 4.1545 -1.3818 -0.7284
34 H 3.6830 -1.0522 -2.6604
35 H 4.8143 0.1249 -2.0290
36 H 5.4019 -2.6899 -2.6643
37 H 6.4645 -1.5118 -1.6906
38 H 5.5512 -1.6131 -4.4109
39 H 3.2570 -1.6755 -0.9010
40 C -3.6441 1.3376 0.9999
41 C -3.2861 0.6657 2.3474
42 O -2.9791 1.6564 3.2386
43 O -4.9932 1.8214 0.9612
44 H -3.3633 0.8017 0.0933
45 H -3.0032 2.2110 0.8797
46 H -2.4072 0.1298 1.9891
47 H -4.0150 -0.1085 2.5872
48 H -3.7749 1.9384 3.6955
49 H -5.3596 1.5924 0.1040
50 C -0.8857 -5.3156 0.0813
51 C -1.6955 -3.9654 0.2358
52 O -1.7949 -3.0311 -0.8404
53 O -1.7730 -6.3776 -0.0024
54 H -0.3456 -5.2767 1.0273
55 H -0.3857 -5.1535 -0.8736
56 H -1.4859 -3.4344 1.1644
57 H -2.6948 -4.3161 0.4936
58 H -0.9927 -2.5330 -1.0133
59 H -2.4150 -6.0718 -0.6473

Values from the calculation:
* M: 407.40 g/mol
* F_max: 3.77 eV Å⁻¹
* multiplicity: 6
* orbital gap (alpha / beta): 6.410 / 8.045 eV
* calculated total energy: -2350.0595 a.u.
* lowest unoccupied orbital energy (alpha / beta): -0.491 / -0.429 eV